{"formula": "C42H43ClEuP2", "method": "ωB97M-V/def2-TZVPD", "species": ["Eu", "C", "C", "C", "C", "C", "C", "C", "C", "C", "H", "H", "H", "H", "H", "H", "H", "H", "H", "H", "H", "H", "H", "H", "H", "P", "P", "C", "C", "C", "C", "C", "C", "C", "C", "C", "C", "C", "C", "C", "C", "C", "C", "C", "C", "C", "C", "C", "C", "C", "C", "C", "C", "H", "H", "H", "H", "H", "H", "H", "H", "H", "H", "H", "H", "H", "H", "H", "H", "H", "H", "H", "H", "H", "H", "Cl", "C", "C", "C", "C", "C", "C", "C", "H", "H", "H", "H", "H", "H"], "xyz": [[0.1625, -0.1498, 4.9204], [-2.1462, -0.0104, 5.7087], [-2.2372, -0.3301, 4.3815], [-2.5906, 0.6243, 3.2820], [-1.4313, 1.3878, 2.5631], [-0.3447, 1.9461, 3.4380], [-0.4667, 2.3886, 4.7116], [-1.7546, 2.5517, 5.4652], [-2.2557, 1.3473, 6.3268], [2.2988, 0.3739, 4.7015], [-1.9428, -0.8369, 6.4311], [-2.0899, -1.3974, 4.0816], [-3.3106, 1.3428, 3.6880], [-3.1308, 0.0376, 2.5174], [-1.0080, 0.7303, 1.7801], [-1.8511, 2.2596, 2.0325], [0.6722, 1.9357, 2.9719], [0.4496, 2.7433, 5.2442], [-2.5295, 2.8353, 4.7448], [-1.6274, 3.4126, 6.1444], [-1.7475, 1.3744, 7.3074], [-3.3324, 1.4749, 6.5394], [2.6637, -0.1151, 5.6079], [2.4133, 1.4483, 4.6498], [2.4957, -0.1775, 3.7770], [0.2088, -2.4387, -4.5970], [2.3113, 0.6041, -4.8706], [-0.1756, -0.7996, -5.2268], [0.5658, 0.3504, -5.2021], [-0.7394, -3.5802, -5.7051], [-1.9068, -3.2025, -6.3823], [-2.5586, -4.1201, -7.2223], [-2.0588, -5.4132, -7.3810], [-0.8876, -5.8015, -6.6989], [-0.2298, -4.8839, -5.8763], [-0.8490, -2.4319, -3.0794], [-0.4482, -1.5738, -2.0416], [-1.1719, -1.5230, -0.8485], [-2.2968, -2.3513, -0.6746], [-2.6867, -3.2147, -1.7015], [-1.9702, -3.2584, -2.9068], [2.7921, 1.4047, -6.4821], [2.7860, 0.5834, -7.6234], [3.1564, 1.0967, -8.8680], [3.5622, 2.4381, -8.9811], [3.5855, 3.2531, -7.8468], [3.2006, 2.7431, -6.5961], [2.3609, 2.0439, -3.7189], [3.4580, 2.1225, -2.8383], [3.5592, 3.1753, -1.9267], [2.5449, 4.1533, -1.8733], [1.4528, 4.0691, -2.7380], [1.3565, 3.0195, -3.6666], [-1.2240, -0.7031, -5.5763], [0.0562, 1.2741, -5.5554], [-2.3131, -2.2019, -6.2599], [-3.4610, -3.8149, -7.7555], [-2.5636, -6.1259, -8.0359], [-0.4937, -6.8054, -6.8215], [0.6933, -5.1728, -5.3609], [0.4378, -0.9417, -2.1655], [-0.8599, -0.8527, -0.0504], [-2.8577, -2.3189, 0.2627], [-3.5514, -3.8634, -1.5717], [-2.2887, -3.9270, -3.7014], [2.4889, -0.4663, -7.5377], [3.1403, 0.4570, -9.7462], [3.8611, 2.8378, -9.9519], [3.9052, 4.2909, -7.9235], [3.2138, 3.3902, -5.7220], [4.2313, 1.3471, -2.8704], [4.4086, 3.2349, -1.2544], [2.6175, 4.9670, -1.1496], [0.6629, 4.8210, -2.6929], [0.5062, 2.9680, -4.3410], [1.3712, 1.5838, 7.8237], [0.2925, 0.5803, 8.6970], [-0.2773, 1.0616, 9.8833], [-1.1748, 0.2763, 10.6127], [-1.5093, -1.0113, 10.1658], [-0.9384, -1.5020, 8.9569], [-0.0222, -0.7218, 8.2095], [0.5762, -1.3137, 7.0632], [-0.0310, 2.0601, 10.2448], [-1.6187, 0.6472, 11.5318], [-2.1887, -1.6307, 10.7166], [-1.1969, -2.4948, 8.6289], [0.1701, -2.2692, 6.7420], [1.6571, -1.3214, 7.0624]], "lowdin_charge": [1.500, -0.244, -0.255, -0.193, -0.177, -0.212, -0.215, -0.175, -0.161, -0.416, 0.099, 0.114, 0.105, 0.113, 0.096, 0.127, 0.117, 0.098, 0.103, 0.122, 0.100, 0.131, -0.064, -0.057, -0.051, 1.012, 1.005, -0.344, -0.358, -0.404, -0.101, -0.085, -0.086, -0.082, -0.111, -0.369, -0.108, -0.087, -0.095, -0.086, -0.080, -0.369, -0.113, -0.088, -0.093, -0.087, -0.084, -0.412, -0.111, -0.081, -0.087, -0.087, -0.099, 0.063, 0.073, 0.089, 0.103, 0.102, 0.100, 0.099, 0.099, 0.080, 0.095, 0.102, 0.096, 0.101, 0.100, 0.101, 0.101, 0.095, 0.100, 0.101, 0.102, 0.102, 0.092, 0.728, -0.660, -0.131, -0.122, -0.085, -0.059, -0.409, -0.296, 0.099, 0.091, 0.085, 0.097, 0.030, 0.027], "multiplicity": 8, "max_force_ev_per_a": 2.86, "e_above_lowest_kj_mol": 140.0, "total_energy_ha": -3479.1784, "lumo_energy_ev": [-0.169, -0.150], "total_charge": 0}

{"formula": "C3H7Br2Na3O", "method": "ωB97M-V/def2-TZVPD", "species": ["Na", "Na", "Na", "C", "O", "H", "H", "H", "Br", "C", "C", "Br", "H", "H", "H", "H"], "xyz": [[16.8120, 2.9982, 30.2047], [14.1654, 5.4247, 30.5228], [14.1263, 3.0394, 33.3269], [13.7805, 1.6780, 30.0784], [14.2607, 2.7491, 30.7902], [14.3790, 1.6118, 29.1698], [13.9988, 0.7039, 30.5162], [12.7589, 1.6595, 29.6990], [8.9862, 2.5095, 26.0333], [9.7640, 4.1465, 26.7100], [11.1076, 3.7968, 27.3739], [11.8327, 5.1530, 28.5688], [9.0902, 4.5829, 27.4473], [9.9813, 4.8443, 25.9013], [11.8118, 3.7013, 26.5475], [11.0373, 2.8624, 27.9308]], "lowdin_charge": [0.581, 0.357, 0.611, -0.354, -0.543, 0.046, 0.062, 0.059, 0.674, -0.687, -0.686, 0.663, 0.054, 0.066, 0.061, 0.037], "multiplicity": 2, "max_force_ev_per_a": 2.51, "total_energy_ha": -5828.4456, "lumo_energy_ev": [-3.697, -3.741], "total_charge": 1}

{"formula": "C18H20ClNO7S", "method": "ωB97M-V/def2-TZVPD", "species": ["C", "O", "C", "O", "C", "N", "C", "C", "C", "Cl", "C", "C", "C", "O", "C", "S", "O", "O", "C", "C", "C", "C", "O", "C", "C", "O", "C", "C", "H", "H", "H", "H", "H", "H", "H", "H", "H", "H", "H", "H", "H", "H", "H", "H", "H", "H", "H", "H"], "xyz": [[-3.6571, -3.4527, -0.5062], [-2.3195, -3.0941, -0.1914], [-1.3326, -3.6338, -0.8832], [-1.4518, -4.4807, -1.7323], [0.0112, -3.1048, -0.3830], [0.0775, -1.6845, -0.1312], [0.2771, -0.7743, -1.1869], [1.2868, 0.1636, -1.0299], [1.4773, 1.1563, -1.9768], [2.7133, 2.3366, -1.7228], [0.6812, 1.2110, -3.1054], [-0.3023, 0.2543, -3.2901], [-0.5246, -0.7425, -2.3447], [-1.4709, -1.7003, -2.4532], [-2.2075, -1.8132, -3.6496], [-0.9149, -1.0631, 1.1030], [-1.0748, -2.1041, 2.0720], [-2.0678, -0.4051, 0.5591], [0.1610, 0.1954, 1.7695], [1.1607, -0.1514, 2.6458], [2.0226, 0.8324, 3.1155], [1.8863, 2.1480, 2.6976], [2.6762, 3.1757, 3.0870], [3.7255, 2.9181, 3.9896], [0.8503, 2.4928, 1.7903], [0.7956, 3.7954, 1.4297], [-0.1614, 4.1781, 0.4697], [-0.0080, 1.5045, 1.3425], [-4.1343, -3.7893, 0.4135], [-3.6634, -4.2486, -1.2542], [-4.1659, -2.5646, -0.8816], [0.7932, -3.3865, -1.0914], [0.1942, -3.5900, 0.5815], [1.9223, 0.1093, -0.1617], [0.8265, 1.9879, -3.8389], [-0.9162, 0.3103, -4.1744], [-2.7711, -2.7398, -3.5541], [-1.5479, -1.8846, -4.5191], [-2.8968, -0.9723, -3.7734], [1.2548, -1.1765, 2.9624], [2.8025, 0.5582, 3.8069], [3.3506, 2.5334, 4.9433], [4.4519, 2.2139, 3.5720], [4.2099, 3.8790, 4.1543], [-0.0003, 5.2425, 0.3074], [-1.1812, 4.0140, 0.8307], [-0.0191, 3.6390, -0.4721], [-0.8194, 1.7067, 0.6645]], "lowdin_charge": [-0.015, -0.076, -0.514, 0.101, -0.059, -0.147, -0.192, -0.042, -0.669, 0.689, -0.093, 0.000, -0.192, -0.088, -0.047, 0.725, -0.265, -0.258, -0.293, -0.057, 0.003, -0.190, -0.054, -0.075, -0.192, -0.059, -0.068, -0.006, 0.100, 0.092, 0.099, 0.150, 0.135, 0.120, 0.108, 0.108, 0.096, 0.103, 0.104, 0.117, 0.107, 0.098, 0.098, 0.096, 0.098, 0.100, 0.086, 0.115], "max_force_ev_per_a": 1.07, "e_above_lowest_kj_mol": 12.7, "total_energy_ha": -2137.6780, "smiles": "COC(=O)CN(c1cc(Cl)ccc1OC)S(=O)(=O)c1ccc(OC)c(OC)c1", "lumo_energy_ev": 0.642, "total_charge": 0}